(1)
C8H16O5Ru as an isolated structure at a distorted geometry, computed with wB97M-V/def2-TZVPD.

Output
2S+1	7
lowest unoccupied orbital energy (spin up / spin down)	-6.277 / -10.068	eV
HOMO level (spin up / spin down)	-16.066 / -17.548	eV
net charge	+2
calculated total energy	-784.64601	hartree
orbital gap (spin up / spin down)	9.789 / 7.480	eV

Last column: Mulliken spin population.
Cartesian coordinates (Å):
C -1.382 -2.153 -1.915  0.005
H -1.478 -3.202 -2.221  0.005
H -2.251 -2.167 -1.252  -0.004
H -1.081 -1.747 -2.890  0.003
O -2.080 -0.470 0.602  0.411
C -2.538 0.353 1.628  0.030
C -1.826 1.700 1.580  0.002
O -0.423 1.457 1.414  0.102
C 0.341 2.533 0.890  -0.005
C 1.580 1.971 0.237  -0.004
O 1.156 0.907 -0.619  0.072
C 2.142 0.447 -1.536  0.014
Ru -0.158 -0.317 0.412  4.135
H -2.397 -0.097 2.633  0.001
H -3.623 0.554 1.539  0.020
H -1.996 2.306 2.482  0.009
H -2.172 2.253 0.689  -0.002
H 0.607 3.247 1.682  0.005
H -0.261 3.044 0.123  0.005
H 2.306 1.592 0.975  -0.002
H 2.075 2.751 -0.357  0.009
H 1.655 -0.266 -2.209  -0.004
H 2.528 1.295 -2.116  0.005
H 2.974 -0.028 -0.994  0.000
O -0.092 -1.861 -1.082  0.186
C 0.770 -2.802 -0.766  0.444
C 1.451 -2.611 0.464  0.205
O 1.225 -1.593 1.161  0.330
H 0.745 -3.744 -1.318  0.011
H 2.205 -3.350 0.767  0.012

Cartesian forces, eV/Å:
1.39 -2.05 -0.81
1.14 -0.46 0.48
0.13 1.83 -0.27
-1.33 1.16 0.63
0.16 -0.28 -0.10
-0.94 0.86 1.34
-1.39 0.72 -0.07
0.16 0.62 0.89
0.33 1.27 -0.48
0.66 0.72 0.59
0.39 0.99 -0.72
0.89 -0.23 -0.67
-1.76 -0.44 0.49
0.06 -0.11 -0.52
0.44 -0.15 -0.08
0.06 -0.24 -0.27
0.16 -0.07 0.31
-0.09 -0.22 -0.17
0.07 -0.07 0.27
-0.18 -0.03 -0.20
-0.16 -0.16 0.13
0.17 0.21 0.13
-0.15 -0.23 0.11
-0.23 0.11 -0.14
-1.75 -1.10 -1.68
-0.21 -1.40 0.33
0.83 -0.72 -0.37
1.10 -1.08 0.72
0.27 0.30 0.05
-0.22 0.23 0.08

=====

(2)
A 8-piece molecular cluster, C8H17Cl14NO2 overall at a distorted geometry, computed with wB97M-V/def2-TZVPD.

Output
relative energy (zero: lowest compared OMol25 entry of this formula, charge and spin)	1.464	eV
lowest unoccupied orbital energy	0.094	eV
HOMO level	-10.962	eV
calculated total energy	-6962.77478	hartree
orbital gap	11.056	eV

Last column: Löwdin charge in e.
Cartesian coordinates (Å):
C -9.413 1.479 -10.083  0.052
N -8.670 1.613 -11.417  -0.438
O -9.106 0.980 -12.383  0.040
O -7.712 2.324 -11.391  0.074
H -10.382 1.951 -10.243  0.094
H -8.842 1.886 -9.248  0.090
H -9.609 0.437 -9.830  0.088
Cl -5.545 -0.905 -7.450  0.506
C -4.892 -2.494 -7.141  -1.064
Cl -5.802 -3.255 -5.833  0.498
H -4.929 -3.033 -8.088  0.027
H -3.825 -2.509 -6.919  0.033
Cl -7.210 -4.943 -14.474  0.464
C -6.839 -3.469 -13.488  -1.040
Cl -7.735 -3.420 -12.017  0.525
H -5.789 -3.462 -13.196  0.024
H -7.074 -2.566 -14.051  0.028
Cl -12.954 -3.736 -7.396  0.537
C -12.748 -2.037 -7.122  -1.111
Cl -13.198 -0.923 -8.370  0.533
H -13.301 -1.903 -6.192  0.026
H -11.673 -1.871 -7.055  0.015
Cl -4.300 1.590 -18.528  0.440
C -5.277 2.672 -17.417  -0.978
Cl -5.711 1.890 -15.882  0.492
H -4.700 3.561 -17.165  0.022
H -6.155 2.956 -17.997  0.022
Cl -5.903 5.599 -7.606  0.487
C -7.258 6.525 -8.273  -1.048
Cl -6.781 8.174 -8.630  0.514
H -7.503 6.087 -9.241  0.017
H -8.094 6.379 -7.589  0.031
Cl -12.315 3.881 -13.909  0.452
C -10.817 4.739 -14.430  -0.944
Cl -10.252 5.821 -13.070  0.448
H -10.090 3.933 -14.529  0.012
H -11.020 5.124 -15.429  0.033
Cl -14.654 6.992 -8.833  0.453
C -14.172 5.556 -7.848  -1.035
Cl -12.507 5.220 -8.166  0.524
H -14.364 5.820 -6.808  0.027
H -14.908 4.801 -8.125  0.029

Cartesian forces, eV/Å:
-0.40 -0.45 -0.25
-1.41 -1.58 0.67
0.51 0.90 1.12
0.90 0.65 -0.54
0.18 0.18 0.14
0.06 0.42 -0.57
0.15 -0.10 -0.60
0.20 0.60 -0.10
0.46 -0.57 -0.55
0.21 -0.31 -0.19
-0.67 -0.30 0.29
-0.22 0.59 0.54
0.27 0.80 0.42
0.57 -0.07 -0.72
-0.71 -0.05 0.91
-0.11 -0.27 -0.41
-0.02 -0.38 -0.17
-0.27 -1.01 -0.78
1.05 0.05 1.06
-0.79 0.29 -0.69
0.27 0.77 -0.24
-0.24 -0.10 0.66
-0.53 0.70 0.85
0.41 -0.22 -0.47
-0.01 0.10 -0.52
0.12 -0.33 -0.20
0.00 -0.25 0.36
0.08 -0.10 0.09
0.06 -0.84 -0.63
-0.28 0.30 0.34
-0.01 -0.07 0.23
0.14 0.70 -0.04
0.27 0.36 -0.20
-0.11 -1.23 0.98
-0.39 -0.43 -1.49
0.13 0.35 0.16
0.13 0.91 0.60
-0.09 -0.15 0.27
-1.47 1.13 -0.12
0.42 -0.63 0.13
0.45 0.00 -0.11
0.72 -0.36 -0.17

=====

(3)
C8H17ClINO4PTc as an isolated structure at a distorted geometry, computed with wB97M-V/def2-TZVPD.

Output
2S+1	4
lowest unoccupied orbital energy (spin up / spin down)	-13.394 / -14.280	eV
HOMO level (spin up / spin down)	-20.125 / -20.344	eV
net charge	+3
calculated total energy	-1849.66751	hartree
orbital gap (spin up / spin down)	6.731 / 6.064	eV

Last column: Mulliken spin population.
Cartesian coordinates (Å):
C -2.512 1.684 -4.487  -0.016
C -2.342 0.596 -3.465  0.000
H -3.007 1.334 -5.430  -0.006
H -1.482 2.032 -4.742  0.004
H -3.093 2.530 -4.058  -0.006
O -1.996 -0.564 -3.589  -0.038
I -3.850 0.991 -1.392  0.481
Tc -1.285 0.522 -1.165  2.227
P 0.742 -0.408 -1.991  -0.056
C 0.910 -2.238 -1.950  0.003
C 1.281 -0.076 -3.776  0.010
H 2.177 1.317 -1.017  -0.001
H 3.133 -0.040 -1.717  0.005
H 2.337 -0.229 -0.115  0.007
C 2.253 0.227 -1.109  0.036
H 1.132 1.001 -3.969  0.000
H 2.372 -0.316 -3.820  -0.001
H 1.679 -2.527 -2.677  -0.003
H -0.052 -2.692 -2.230  -0.002
H 0.713 -0.688 -4.515  -0.001
H 1.197 -2.561 -0.942  0.000
C -1.503 -1.146 -0.245  -0.072
O -1.580 -2.121 0.388  0.109
Cl -0.421 2.661 -2.019  0.280
N -0.588 1.882 4.127  -0.001
C -1.524 1.911 2.969  -0.009
C -0.705 1.254 1.861  0.006
O 0.345 0.684 2.173  0.023
O -1.204 1.443 0.680  0.019
H -0.098 0.968 4.074  0.000
H -1.033 2.083 5.021  0.000
H 0.162 2.553 3.939  0.000
H -2.400 1.304 3.184  0.001
H -1.857 2.912 2.691  0.000

Cartesian forces, eV/Å:
-0.08 1.20 0.35
0.00 -4.02 -2.96
0.31 -0.34 0.92
-0.64 -0.19 0.20
0.54 -0.50 -0.33
-0.67 4.52 2.14
-0.29 -0.09 -0.49
0.78 5.73 0.03
3.93 -1.16 -1.33
-0.73 0.29 0.39
-0.92 0.42 0.12
0.14 -0.23 -0.01
-0.43 0.01 0.16
-0.06 0.16 -0.20
-0.72 0.11 0.28
0.21 -0.47 -0.11
-0.93 0.07 0.17
-0.17 0.12 0.19
0.38 -0.11 0.00
0.43 0.42 0.63
-0.07 -0.05 -0.21
-0.55 -7.10 4.27
0.29 4.45 -2.91
-0.68 -2.05 0.38
0.09 0.25 -0.40
0.14 -0.26 -0.29
2.13 -0.76 1.07
-1.86 0.51 -1.26
-0.54 -1.23 -2.27
-0.24 0.20 0.46
0.06 -0.09 0.21
-0.02 0.18 0.42
-0.05 -0.04 0.11
0.22 0.02 0.25

=====

(4)
C8H17GaNOS3Ti as an isolated structure at a distorted geometry, computed with wB97M-V/def2-TZVPD.

Output
lowest unoccupied orbital energy	-6.274	eV
HOMO level	-10.432	eV
net charge	+1
calculated total energy	-4413.32473	hartree
orbital gap	4.158	eV

Last column: Löwdin charge in e.
Cartesian coordinates (Å):
S -3.220 0.560 1.264  0.724
C -2.422 0.391 -0.132  -1.120
S -2.068 1.864 -1.098  0.895
C -0.720 2.601 -0.130  -0.456
C -0.011 1.693 0.871  -0.323
C 1.508 1.845 0.764  -0.384
Ga 2.215 0.306 1.999  0.252
S 4.308 -0.197 0.998  0.487
N -2.077 -0.825 -0.638  -0.133
C -1.539 -1.768 0.381  -0.159
C -0.396 -2.561 -0.181  -0.216
O -0.818 -3.175 -1.366  -0.098
C -0.931 -2.217 -2.389  -0.171
C -1.318 -0.817 -1.905  -0.177
H -0.017 2.972 -0.862  0.061
H -1.110 3.465 0.387  0.077
H -0.244 0.649 0.741  0.048
H -0.285 2.012 1.865  0.119
H 1.821 2.853 1.087  0.045
H 1.799 1.677 -0.282  0.054
H 2.361 0.825 3.478  -0.069
H 1.343 -0.981 1.956  -0.039
H 5.047 0.935 0.962  -0.281
H -2.309 -2.492 0.604  0.131
H -1.238 -1.253 1.283  0.078
H -0.158 -3.342 0.527  0.136
H 0.496 -1.950 -0.337  0.109
H -1.598 -2.599 -3.145  0.126
H 0.043 -2.110 -2.866  0.122
H -1.948 -0.384 -2.663  0.107
H -0.418 -0.223 -1.826  0.093
Ti 3.907 2.245 0.654  0.962

Cartesian forces, eV/Å:
-0.15 0.17 0.88
-0.87 -0.06 -0.16
-0.07 0.04 -0.65
-0.28 -0.03 0.19
0.57 0.64 -0.08
1.78 -0.20 -0.17
-0.83 0.21 1.55
0.19 0.61 -0.75
1.79 0.66 -0.02
-0.57 -0.52 -0.52
-0.12 -0.11 0.00
-0.04 -0.25 -0.13
0.40 0.04 -0.06
-0.46 -0.72 0.02
0.18 0.04 -0.33
-0.18 0.24 0.19
-0.21 -0.27 0.00
-0.30 -0.34 0.40
-0.18 0.57 0.08
0.08 0.17 -0.56
0.33 0.16 -0.17
0.20 -0.07 -0.61
1.61 -0.85 0.69
-0.34 -0.04 0.39
-0.15 0.26 0.27
0.20 -0.22 0.18
0.27 0.09 -0.10
-0.43 -0.18 -0.01
0.24 0.01 -0.23
-0.06 0.33 -0.25
0.20 0.34 0.13
-2.83 -0.75 -0.17

=====

(5)
A 2-piece molecular cluster, C8H17IN4O overall at a distorted geometry, computed with wB97M-V/def2-TZVPD.

Output
relative energy (zero: lowest compared OMol25 entry of this formula, charge and spin)	2.978	eV
lowest unoccupied orbital energy	-2.140	eV
HOMO level	-5.249	eV
calculated total energy	-906.75957	hartree
orbital gap	3.109	eV

Last column: Löwdin charge in e.
Cartesian coordinates (Å):
C -2.555 0.406 -1.770  -0.203
C -1.675 0.975 -0.657  -0.724
I -0.569 2.602 -1.513  0.877
C -0.882 -0.181 0.015  -0.178
C 0.638 -0.146 0.153  -0.418
C 1.196 0.655 1.348  -0.113
C 0.299 1.747 1.846  -0.305
N 0.566 2.986 1.763  0.079
C 0.936 -1.678 0.565  -0.074
N 1.246 -2.386 -0.739  0.085
C 1.065 -1.327 -1.640  -0.365
N 0.534 -1.499 -2.802  0.312
N 1.412 -0.095 -1.110  0.096
H -3.120 1.196 -2.254  0.057
H -1.952 -0.123 -2.504  0.047
H -3.281 -0.275 -1.323  0.085
H -2.338 1.406 0.083  0.081
H -1.227 -0.265 1.046  0.135
H -1.217 -1.099 -0.471  0.109
H 2.209 1.006 1.141  0.121
H 1.276 -0.048 2.177  0.106
H -0.619 1.416 2.334  0.078
H 1.464 3.112 1.294  0.026
H 0.100 -2.148 1.070  0.129
H 1.805 -1.849 1.193  0.124
H 2.263 -2.456 -0.760  0.145
H -0.088 -2.283 -2.930  0.157
H 0.699 -0.812 -3.525  0.157
H 2.401 0.035 -0.948  0.148
O -0.640 0.281 4.275  -0.595
H 0.055 0.846 4.641  -0.178

Cartesian forces, eV/Å:
-0.14 0.25 0.40
-0.17 -0.62 -0.19
0.01 0.06 -0.05
-0.27 1.28 -0.29
0.77 -2.87 1.90
-0.16 0.13 -0.13
0.01 0.74 -0.28
-0.13 -0.18 0.05
0.48 -0.42 -0.20
-1.27 0.72 0.02
0.98 -0.27 0.66
0.32 0.14 0.10
-0.90 1.28 -1.25
0.01 0.03 -0.19
-0.03 -0.03 -0.18
0.03 -0.22 -0.03
0.22 0.40 0.10
-0.02 -0.06 0.12
0.20 -0.15 -0.12
0.03 0.21 -0.18
-0.16 0.04 0.22
0.06 -0.07 0.34
0.12 0.12 0.06
-0.19 0.01 -0.12
0.05 0.50 0.22
0.05 -0.78 -0.11
0.49 -0.45 -0.41
-0.67 0.34 0.07
0.14 0.01 0.08
0.28 -0.09 -0.71
-0.13 -0.05 0.06

=====

(6)
A 3-piece molecular cluster, C8H17N overall at a distorted geometry, computed with wB97M-V/def2-TZVPD.

Output
relative energy (zero: lowest compared OMol25 entry of this formula, charge and spin)	5.270	eV
lowest unoccupied orbital energy (spin up / spin down)	0.721 / 0.820	eV
HOMO level (spin up / spin down)	-6.389 / -6.883	eV
calculated total energy	-369.56039	hartree
orbital gap (spin up / spin down)	7.110 / 7.703	eV

Last column: Löwdin charge in e.
Cartesian coordinates (Å):
C -0.760 0.305 0.200  -0.468
C 1.807 -0.205 0.444  -0.271
C -0.473 -1.013 0.112  -0.041
C -1.003 0.974 1.514  -0.054
C -0.900 1.153 -1.021  -0.065
C 2.417 -1.422 -0.185  -0.147
C 2.265 1.109 -0.111  -0.136
C -2.967 -1.163 -0.094  -0.106
N -3.688 -0.974 -1.101  0.013
H 1.737 -0.238 1.528  0.094
H -3.234 -0.436 -1.849  0.029
H -0.311 -1.489 -0.843  0.088
H -0.423 -1.637 0.992  0.090
H -3.399 -1.741 0.744  0.048
H -2.006 1.408 1.526  0.088
H -0.292 1.793 1.658  0.081
H -0.912 0.280 2.349  0.085
H -1.945 1.464 -1.120  0.081
H -0.608 0.622 -1.926  0.088
H -0.301 2.062 -0.937  0.077
H 2.230 -1.454 -1.265  0.074
H 2.038 -2.352 0.246  0.066
H 3.513 -1.434 -0.064  0.076
H 2.080 1.181 -1.188  0.073
H 3.353 1.245 0.020  0.078
H 1.784 1.962 0.371  0.059

Cartesian forces, eV/Å:
0.07 -0.83 -0.09
1.30 0.01 0.18
-0.36 1.00 0.01
0.00 -0.03 -0.11
-0.03 0.02 0.07
0.03 -0.02 -0.04
-0.02 0.05 -0.06
-1.40 -0.30 -0.46
0.61 0.08 0.31
-0.13 -0.01 -0.01
-0.07 -0.07 0.09
0.01 -0.01 -0.07
0.03 -0.02 0.08
0.23 0.07 0.03
-0.01 0.03 0.03
-0.02 0.01 0.03
0.01 -0.01 -0.01
-0.01 0.05 -0.03
0.01 -0.02 0.01
-0.02 0.01 -0.02
-0.01 0.01 0.04
0.00 0.04 -0.02
-0.11 0.02 0.01
-0.01 -0.01 0.04
-0.11 -0.05 0.01
0.00 -0.03 -0.02

=====

Please write out number 5 again, unchanged.
A 2-piece molecular cluster, C8H17IN4O overall at a distorted geometry, computed with wB97M-V/def2-TZVPD.

Output
relative energy (zero: lowest compared OMol25 entry of this formula, charge and spin)	2.978	eV
lowest unoccupied orbital energy	-2.140	eV
HOMO level	-5.249	eV
calculated total energy	-906.75957	hartree
orbital gap	3.109	eV

Last column: Löwdin charge in e.
Cartesian coordinates (Å):
C -2.555 0.406 -1.770  -0.203
C -1.675 0.975 -0.657  -0.724
I -0.569 2.602 -1.513  0.877
C -0.882 -0.181 0.015  -0.178
C 0.638 -0.146 0.153  -0.418
C 1.196 0.655 1.348  -0.113
C 0.299 1.747 1.846  -0.305
N 0.566 2.986 1.763  0.079
C 0.936 -1.678 0.565  -0.074
N 1.246 -2.386 -0.739  0.085
C 1.065 -1.327 -1.640  -0.365
N 0.534 -1.499 -2.802  0.312
N 1.412 -0.095 -1.110  0.096
H -3.120 1.196 -2.254  0.057
H -1.952 -0.123 -2.504  0.047
H -3.281 -0.275 -1.323  0.085
H -2.338 1.406 0.083  0.081
H -1.227 -0.265 1.046  0.135
H -1.217 -1.099 -0.471  0.109
H 2.209 1.006 1.141  0.121
H 1.276 -0.048 2.177  0.106
H -0.619 1.416 2.334  0.078
H 1.464 3.112 1.294  0.026
H 0.100 -2.148 1.070  0.129
H 1.805 -1.849 1.193  0.124
H 2.263 -2.456 -0.760  0.145
H -0.088 -2.283 -2.930  0.157
H 0.699 -0.812 -3.525  0.157
H 2.401 0.035 -0.948  0.148
O -0.640 0.281 4.275  -0.595
H 0.055 0.846 4.641  -0.178

Cartesian forces, eV/Å:
-0.14 0.25 0.40
-0.17 -0.62 -0.19
0.01 0.06 -0.05
-0.27 1.28 -0.29
0.77 -2.87 1.90
-0.16 0.13 -0.13
0.01 0.74 -0.28
-0.13 -0.18 0.05
0.48 -0.42 -0.20
-1.27 0.72 0.02
0.98 -0.27 0.66
0.32 0.14 0.10
-0.90 1.28 -1.25
0.01 0.03 -0.19
-0.03 -0.03 -0.18
0.03 -0.22 -0.03
0.22 0.40 0.10
-0.02 -0.06 0.12
0.20 -0.15 -0.12
0.03 0.21 -0.18
-0.16 0.04 0.22
0.06 -0.07 0.34
0.12 0.12 0.06
-0.19 0.01 -0.12
0.05 0.50 0.22
0.05 -0.78 -0.11
0.49 -0.45 -0.41
-0.67 0.34 0.07
0.14 0.01 0.08
0.28 -0.09 -0.71
-0.13 -0.05 0.06

=====

Q: What is the calculated total energy in the sixth record?
A: -369.56039 hartree

=====

Q: What is the calculated total energy in the first record?
A: -784.64601 hartree